{"formula": "C51H55BBrN13OSV", "method": "ωB97M-V/def2-TZVPD", "energy_ha": -6704.7323, "multiplicity": 4, "e_above_lowest_ev": 0.335, "orbital_gap_ha": [0.190, 0.248], "lumo_energy_ev": [-0.7, -0.7], "species": ["V", "C", "C", "C", "C", "N", "N", "B", "N", "N", "C", "C", "C", "C", "C", "C", "C", "C", "N", "N", "C", "C", "C", "C", "C", "C", "C", "C", "C", "C", "C", "C", "H", "H", "H", "H", "H", "H", "H", "H", "H", "H", "H", "H", "H", "H", "H", "H", "H", "H", "H", "H", "H", "H", "H", "H", "H", "H", "H", "H", "H", "H", "H", "H", "H", "H", "H", "H", "H", "H", "H", "H", "Br", "C", "C", "C", "C", "C", "C", "N", "N", "C", "C", "C", "C", "O", "C", "N", "C", "C", "C", "C", "H", "H", "H", "H", "H", "H", "H", "H", "H", "S", "N", "C", "C", "C", "C", "C", "N", "C", "C", "N", "C", "C", "C", "C", "C", "N", "H", "H", "H", "H", "H", "H"], "xyz": [[0.5057, -0.5680, -0.0262], [4.2725, -3.8327, 1.1549], [3.0989, -3.0366, 1.6133], [2.2215, -3.3168, 2.6385], [1.3041, -2.2533, 2.6604], [1.5869, -1.4185, 1.6548], [2.7132, -1.8716, 1.0535], [3.6620, -0.9357, 0.2487], [3.5098, 0.5282, 0.6993], [2.3464, 1.1073, 1.0904], [2.6508, 2.3209, 1.5299], [4.0344, 2.5460, 1.4027], [4.5441, 1.3881, 0.8654], [5.9548, 1.1290, 0.4542], [1.6918, 3.3174, 2.1370], [0.2712, 2.7552, 2.1986], [1.6984, 4.5947, 1.2853], [2.1761, 3.6482, 3.5564], [3.3960, -1.0476, -1.2585], [2.1708, -0.7928, -1.7877], [2.2909, -0.9692, -3.1145], [3.6128, -1.3229, -3.4209], [4.2823, -1.3675, -2.2185], [5.7117, -1.7290, -1.9811], [1.1800, -0.8624, -4.1312], [0.5390, 0.5241, -4.0412], [1.7231, -1.0619, -5.5482], [0.1556, -1.9688, -3.8525], [0.3217, -1.9887, 3.7864], [0.0546, -0.4844, 3.8845], [-0.9936, -2.7660, 3.6109], [0.9735, -2.4459, 5.1010], [4.2475, -4.8172, 1.6171], [4.2618, -3.9536, 0.0703], [5.2083, -3.3437, 1.4306], [2.2601, -4.1659, 3.2988], [4.7777, -1.2954, 0.4670], [4.5925, 3.4294, 1.6636], [6.5782, 1.9593, 0.7791], [6.3427, 0.2055, 0.8837], [6.0192, 1.0571, -0.6328], [0.0761, 2.1978, 1.2836], [0.1588, 2.0837, 3.0491], [-0.4567, 3.5633, 2.2951], [1.3189, 4.3828, 0.2842], [1.0692, 5.3602, 1.7444], [2.7071, 4.9950, 1.1831], [2.2581, 2.7357, 4.1491], [3.1551, 4.1276, 3.5367], [1.4741, 4.3242, 4.0497], [4.0322, -1.5206, -4.3915], [6.1765, -1.9866, -2.9306], [6.2628, -0.9013, -1.5382], [5.7953, -2.5827, -1.3079], [1.2253, 1.2840, -4.4198], [-0.3843, 0.5683, -4.6239], [0.3176, 0.7541, -3.0078], [2.5129, -0.3434, -5.7735], [2.1150, -2.0717, -5.6828], [0.9155, -0.9114, -6.2661], [-0.2924, -1.8253, -2.8743], [-0.6363, -1.9514, -4.6056], [0.6393, -2.9480, -3.8811], [-0.2031, -0.0808, 2.9121], [-0.7568, -0.2852, 4.5879], [0.9531, 0.0292, 4.2321], [-1.4771, -2.8957, 4.5812], [-0.8112, -3.7545, 3.1839], [-1.6840, -2.2327, 2.9635], [1.9774, -2.0318, 5.2008], [0.3717, -2.0966, 5.9417], [1.0364, -3.5335, 5.1562], [-6.1272, 5.7761, 3.2936], [-5.6471, 5.4306, 1.4859], [-5.3378, 4.1346, 1.1029], [-4.9936, 3.8776, -0.2087], [-4.9750, 4.9083, -1.1626], [-5.3040, 6.2022, -0.7484], [-5.6245, 6.4678, 0.5695], [-4.8545, 4.6795, -2.5429], [-4.2487, 3.7020, -3.0257], [-3.2567, 2.9989, -2.3783], [-2.2838, 3.6161, -1.6020], [-1.2103, 2.9100, -1.0864], [-1.1000, 1.5267, -1.2242], [-0.1056, 0.8510, -0.7172], [-2.1412, 0.8459, -1.9655], [-2.1093, -0.4991, -2.0055], [-3.0428, -1.1324, -2.6769], [-4.0546, -0.4843, -3.3965], [-4.1117, 0.8843, -3.3593], [-3.1576, 1.5941, -2.6070], [-5.3700, 3.3334, 1.8285], [-4.7734, 2.8629, -0.5108], [-5.2959, 6.9979, -1.4817], [-5.8652, 7.4726, 0.8876], [-2.3463, 4.6872, -1.4541], [-0.4324, 3.4314, -0.5451], [-2.9890, -2.2184, -2.6604], [-4.7736, -1.0578, -3.9651], [-4.8690, 1.4337, -3.9033], [-5.0907, -5.4537, 0.4796], [-3.5643, -5.6414, -0.0231], [-2.9638, -4.4749, 0.1014], [-1.5924, -4.1920, -0.2521], [-0.7224, -5.1277, -0.7891], [0.5708, -4.7110, -1.1019], [0.9442, -3.4048, -0.8813], [0.1281, -2.4696, -0.3490], [-1.1377, -2.8770, -0.0285], [-1.9750, -1.8810, 0.5477], [-1.3777, -0.6868, 0.7892], [-2.1376, 0.3006, 1.2626], [-3.4919, 0.1624, 1.5224], [-4.1031, -1.0646, 1.3212], [-3.3359, -2.1158, 0.8395], [-3.8231, -3.4532, 0.6212], [-5.0441, -3.8856, 0.8718], [-1.0612, -6.1411, -0.9525], [1.2848, -5.4052, -1.5219], [1.9462, -3.0923, -1.1333], [-1.6488, 1.2443, 1.4581], [-4.0468, 1.0142, 1.8902], [-5.1520, -1.2235, 1.5328]], "mulliken_charge": [0.84, -1.57, 0.62, -1.14, -0.37, 0.56, 0.35, -0.93, -0.14, 0.92, -0.40, -0.96, 0.12, -1.57, 2.51, -0.88, -1.90, -1.87, 0.75, 0.43, -0.83, -1.11, 0.39, -1.30, 2.87, -1.75, -2.48, -0.87, 2.95, -1.46, -1.37, -2.13, 0.48, 0.19, 0.25, 0.52, -0.20, 0.58, 0.45, 0.28, 0.16, -0.82, 0.16, 0.46, 0.39, 0.45, 0.36, 0.33, 0.37, 0.47, 0.65, 0.47, 0.12, 0.14, 0.53, 0.37, 0.03, 0.48, 0.42, 0.46, -0.53, 0.51, 0.42, -0.43, 0.49, 0.49, 0.61, 0.22, 0.09, 0.38, 0.48, 0.42, -0.19, -0.09, -0.58, 0.40, 0.08, -0.44, -0.39, -0.65, -0.41, -0.58, 0.06, -0.43, -0.52, 0.56, 0.30, 0.85, -0.38, -1.48, -1.15, 1.40, 0.46, 0.35, 0.41, 0.42, 0.46, -0.05, 0.48, 0.47, 0.53, 0.06, -0.73, 0.61, 0.57, -1.09, -1.36, -0.18, 1.18, -0.42, -0.61, 1.56, 0.05, -1.50, -0.79, 0.93, 0.28, -0.70, 0.57, 0.57, 0.10, -0.11, 0.60, 0.55]}

---

{"formula": "C14H32N5O3PS2Sn", "method": "ωB97M-V/def2-TZVPD", "energy_ha": -2403.6051, "charge": 2, "e_above_lowest_ev": 1.081, "orbital_gap_ha": 0.266, "lumo_energy_ev": -7.4, "species": ["Sn", "C", "C", "O", "H", "H", "H", "H", "H", "H", "C", "C", "C", "C", "N", "N", "H", "H", "H", "H", "H", "H", "H", "H", "H", "H", "H", "H", "C", "C", "C", "O", "P", "S", "S", "O", "C", "C", "C", "H", "H", "H", "H", "H", "H", "H", "H", "H", "H", "H", "H", "H", "H", "N", "C", "N", "C", "N"], "xyz": [[0.8331, 2.5664, 0.0993], [2.6992, 3.7647, -3.3626], [1.2574, 3.2980, -3.3932], [0.5495, 3.6395, -2.1730], [3.1894, 3.5120, -4.3020], [3.2396, 3.2901, -2.5417], [2.7580, 4.8469, -3.2370], [1.2063, 2.2107, -3.4671], [0.7200, 3.7306, -4.2373], [0.5689, 4.6045, -2.0978], [-0.5201, -0.8209, 3.9587], [0.8852, -0.4381, 3.5041], [1.6203, -1.6733, 2.9853], [1.6627, 0.2031, 4.6559], [0.6796, 0.5157, 2.3755], [1.8885, 1.0199, 1.7868], [-0.4676, -1.5564, 4.7594], [-1.0795, -1.2512, 3.1267], [-1.0640, 0.0497, 4.3312], [1.6186, -2.4425, 3.7559], [2.6651, -1.4619, 2.7486], [1.1198, -2.0722, 2.1001], [1.6949, -0.4747, 5.5077], [1.1826, 1.1279, 4.9847], [2.6981, 0.4208, 4.3850], [0.1833, 1.3142, 2.7632], [2.3631, 0.2200, 1.3800], [2.5223, 1.4082, 2.4871], [-3.8982, -0.0151, -1.6746], [-3.9837, -0.8167, -2.9542], [-4.8196, -2.0683, -2.8459], [-2.5865, -1.1618, -3.4036], [-1.4346, -1.7120, -2.5634], [0.3797, -1.3581, -3.4243], [-0.2229, -0.3731, -1.5693], [-1.8564, -3.0384, -1.9172], [-1.2134, -3.9079, -0.8779], [0.2577, -4.1157, -1.1573], [-1.5075, -3.3108, 0.4820], [-4.8929, 0.2933, -1.3581], [-3.2941, 0.8815, -1.8163], [-3.4660, -0.6276, -0.8746], [-4.3242, -0.2033, -3.7851], [-4.5064, -2.6906, -2.0079], [-4.7668, -2.6521, -3.7639], [-5.8585, -1.7781, -2.6932], [-1.7578, -4.8396, -1.0159], [0.8400, -3.2211, -0.9332], [0.4250, -4.4109, -2.1928], [0.6259, -4.9220, -0.5241], [-1.0325, -2.3334, 0.5888], [-1.1168, -3.9715, 1.2550], [-2.5817, -3.2081, 0.6349], [2.1988, 3.9921, 0.5412], [3.0754, 4.7190, 0.9339], [3.9365, 5.5126, 1.2164], [4.9198, 5.7698, 2.0504], [5.7873, 6.0161, 2.7668]], "mulliken_charge": [0.90, -0.96, -0.12, -0.48, 0.37, 0.22, 0.34, 0.13, 0.29, 0.30, -1.55, 1.29, -1.71, -1.71, -0.11, -0.48, 0.44, 0.25, 0.42, 0.49, 0.43, 0.26, 0.43, 0.39, 0.43, 0.42, 0.26, 0.26, -1.19, 0.48, -1.19, -0.36, 0.77, -0.12, 0.02, -0.21, 0.55, -1.40, -0.94, 0.44, 0.32, 0.27, 0.27, 0.24, 0.37, 0.43, 0.19, 0.31, 0.40, 0.46, 0.01, 0.49, 0.39, -0.63, 0.70, -0.36, 0.41, -0.33]}

---

{"formula": "C36H49BrN4O2P", "method": "ωB97M-V/def2-TZVPD", "energy_ha": -4685.8651, "charge": 1, "orbital_gap_ha": 0.294, "lumo_energy_ev": -3.0, "species": ["C", "C", "C", "C", "C", "C", "C", "C", "N", "C", "N", "C", "C", "C", "C", "O", "N", "C", "C", "C", "C", "C", "N", "P", "O", "Br", "C", "C", "C", "C", "C", "C", "H", "H", "H", "H", "H", "H", "H", "H", "H", "H", "H", "H", "H", "H", "H", "H", "H", "H", "H", "H", "H", "H", "H", "H", "H", "H", "H", "H", "H", "H", "H", "H", "H", "H", "H", "H", "H", "C", "C", "C", "C", "C", "C", "H", "H", "H", "H", "H", "H", "C", "C", "C", "C", "C", "C", "H", "H", "H", "H", "H", "H"], "xyz": [[1.2221, -3.2176, -0.1664], [1.5203, -2.5060, 1.1260], [2.7759, -2.7424, 1.6980], [3.1724, -2.1546, 2.8865], [2.2829, -1.3143, 3.5520], [1.0409, -1.0746, 2.9938], [0.6421, -1.6376, 1.7758], [-0.7222, -1.2754, 1.2189], [-0.7172, 0.1102, 0.6905], [-0.8118, 1.0993, 1.6640], [-1.9068, 1.3798, 2.4075], [-3.1252, 0.5491, 2.2589], [-4.3530, 1.4339, 2.4243], [-5.6096, 0.5950, 2.5855], [-6.9056, 1.3546, 2.1974], [-6.7266, 2.7551, 2.0284], [0.2738, 1.8067, 1.8417], [0.3141, 2.9017, 2.8104], [-0.2928, 4.1947, 2.2526], [0.1061, 5.4367, 3.0610], [1.5790, 5.8278, 2.9932], [2.0755, 6.1762, 1.5758], [3.2250, 5.3235, 1.2055], [1.7116, 1.3720, 0.7906], [2.8827, 2.1073, 1.6172], [1.3432, 2.8440, -0.8699], [-1.4317, 0.3762, -0.5267], [-1.3710, -0.5277, -1.5898], [-2.0361, -0.2921, -2.7844], [-2.7633, 0.8769, -2.9760], [-2.7968, 1.8017, -1.9348], [-2.1557, 1.5528, -0.7245], [1.0980, -4.2792, 0.0332], [2.0559, -3.1171, -0.8563], [0.3411, -2.8557, -0.6782], [3.4565, -3.4029, 1.1811], [4.1483, -2.3467, 3.3023], [2.5878, -0.8919, 4.4973], [0.3509, -0.4256, 3.5231], [-0.9760, -1.9869, 0.4518], [-1.4260, -1.4264, 2.0373], [-2.1802, 2.3544, 2.3326], [-3.1604, -0.0342, 1.3453], [-3.1378, -0.1622, 3.0857], [-4.4204, 2.1131, 1.5781], [-4.2018, 1.9772, 3.3570], [-5.5628, -0.3020, 1.9682], [-5.7249, 0.2547, 3.6113], [-7.2822, 0.9935, 1.2483], [-7.6725, 1.1991, 2.9543], [-6.5503, 3.1596, 2.8808], [1.3299, 3.1296, 3.1130], [-0.2406, 2.6336, 3.7073], [-1.3841, 4.1583, 2.2679], [0.0003, 4.3477, 1.2169], [-0.4487, 6.2817, 2.6581], [-0.2093, 5.2931, 4.0943], [1.6987, 6.7201, 3.6045], [2.2416, 5.0785, 3.4198], [2.4139, 7.2092, 1.5829], [1.2990, 6.0327, 0.8305], [4.0951, 5.8015, 1.3812], [3.1853, 5.0696, 0.2295], [2.8536, 1.8106, 2.5396], [-0.7912, -1.4309, -1.4841], [-1.9822, -1.0288, -3.5709], [-3.2898, 1.0966, -3.8894], [-3.3267, 2.7325, -2.0595], [-2.2306, 2.3279, 0.0237], [-1.7010, -6.0453, -3.0243], [-0.9365, -6.9031, -3.8039], [0.1880, -6.4270, -4.4645], [0.5498, -5.0933, -4.3400], [-0.2121, -4.2365, -3.5607], [-1.3392, -4.7105, -2.9032], [-2.5786, -6.4175, -2.5120], [-1.2175, -7.9439, -3.8961], [0.7816, -7.0948, -5.0748], [1.4273, -4.7186, -4.8523], [0.0758, -3.1950, -3.4667], [-1.9379, -4.0404, -2.2968], [3.6665, -2.6868, -3.6361], [4.4475, -3.5389, -4.4042], [5.5715, -3.0501, -5.0550], [5.9178, -1.7116, -4.9313], [5.1380, -0.8604, -4.1608], [4.0099, -1.3471, -3.5154], [2.7868, -3.0689, -3.1314], [4.1805, -4.5842, -4.4956], [6.1782, -3.7124, -5.6584], [6.7963, -1.3319, -5.4361], [5.4096, 0.1829, -4.0642], [3.3983, -0.6818, -2.9178]], "mulliken_charge": [-0.78, 0.75, -0.68, -0.75, -0.89, -0.10, 0.69, -1.36, 1.44, -1.63, -0.01, -0.64, -0.64, -0.75, -0.56, -0.54, 0.56, -0.85, 0.26, -1.38, -0.70, -0.54, -0.45, 0.61, -0.55, -0.32, 0.48, -0.48, -0.65, -0.84, -0.94, -0.13, 0.43, 0.22, -0.52, 0.48, 0.44, 0.49, 0.50, 1.23, 0.16, 0.16, 0.21, 0.44, 0.54, 0.41, 0.35, 0.36, 0.33, 0.31, 0.31, 0.37, 0.24, 0.24, 0.14, 0.39, 0.39, 0.46, 0.33, 0.33, 0.40, 0.22, 0.15, 0.35, 0.65, 0.49, 0.44, 0.46, 0.49, -0.52, -0.39, -0.42, -0.45, -0.26, -0.31, 0.38, 0.37, 0.39, 0.41, 0.49, 0.30, 0.14, -0.49, -0.44, -0.41, -0.47, -0.45, 0.08, 0.42, 0.37, 0.36, 0.37, 0.53]}